# 1
ORCA calculation (wB97M-V/def2-TZVPD) on the ion C7H12NO4S2 with charge -1.

```
26
C7H12NO4S2 wB97M-V/def2-TZVPD
C -1.095 1.244 1.217
C 0.076 1.396 0.326
C -1.629 -0.047 1.770
C 1.631 0.659 -1.596
C 0.291 0.309 -0.732
C -2.483 -0.853 1.026
C 0.576 -1.022 -0.073
N 2.766 0.314 -0.674
O -2.499 0.617 -1.066
O -2.839 -1.974 -1.161
O 3.296 -1.493 0.981
O 2.694 -2.185 -1.292
S -3.240 -0.656 -0.593
S 2.443 -1.327 -0.150
H -0.938 1.940 2.027
H -1.886 1.677 0.579
H 0.107 2.270 -0.416
H 0.959 1.450 0.982
H 0.435 -0.904 0.955
H -1.320 -0.298 2.761
H 1.655 0.122 -2.524
H 1.612 1.664 -2.019
H -0.589 0.186 -1.311
H -2.945 -1.703 1.486
H 0.309 -2.050 -0.767
H 2.613 0.660 0.262
```

total charge = -1
spin multiplicity = 1
HOMO = -3.99 eV
relative energy (zero: lowest compared OMol25 entry of this formula, charge and spin) = 2.531 eV
E_tot = -1425.9531 a.u.

***

# 2
ORCA calculation (wB97M-V/def2-TZVPD) on a structure of composition C32H23MoN3O2.

```
61
C32H23MoN3O2 wB97M-V/def2-TZVPD
Mo 1.196 1.044 -0.317
C 0.650 4.001 0.528
O -0.594 3.383 0.758
C -1.575 3.334 -0.205
C -2.355 4.429 -0.498
C -3.467 4.270 -1.321
C -3.812 3.013 -1.801
C -3.027 1.905 -1.526
C -1.874 2.068 -0.765
N -0.847 1.180 -0.519
N -0.386 -0.036 -0.536
C -0.634 -1.389 -0.487
C 0.185 -2.087 0.398
O 1.234 -1.426 1.156
C 0.036 -3.442 0.676
C -0.943 -4.131 0.008
C -1.754 -3.492 -0.961
C -2.722 -4.217 -1.697
C -3.459 -3.609 -2.671
C -3.248 -2.247 -2.978
C -2.336 -1.512 -2.278
C -1.593 -2.108 -1.232
H 0.946 4.479 1.460
H 1.477 3.247 0.338
H 0.631 4.728 -0.283
H -2.126 5.388 -0.052
H -4.089 5.123 -1.552
H -4.706 2.891 -2.397
H -3.322 0.933 -1.898
H 0.671 -3.918 1.409
H -1.093 -5.184 0.208
H -2.854 -5.270 -1.482
H -4.190 -4.175 -3.232
H -3.807 -1.789 -3.783
H -2.136 -0.481 -2.552
C 1.932 -0.229 -3.459
C 1.954 -1.596 -3.182
C 2.234 -2.067 -1.897
C 2.632 -1.160 -0.922
C 2.755 0.216 -1.213
C 2.327 0.664 -2.462
C 2.563 -1.346 0.548
C 3.569 -1.275 1.432
C 3.449 -0.995 2.805
C 2.447 -0.276 3.450
C 2.686 0.065 4.826
C 1.935 0.983 5.481
C 0.877 1.628 4.799
C 0.563 1.315 3.505
C 1.311 0.339 2.801
N 0.773 0.125 1.556
H 1.594 0.122 -4.425
H 1.657 -2.299 -3.950
H 2.106 -3.118 -1.668
H 2.033 1.728 -2.544
H 4.560 -1.446 1.023
H 4.317 -1.225 3.412
H 3.519 -0.416 5.323
H 2.144 1.227 6.512
H 0.272 2.358 5.321
H -0.285 1.772 3.013
```

expectation value of S² = 2.49
total charge = +2
spin multiplicity = 3
HOMO (alpha / beta) = -12.70 / -14.00 eV
relative energy (zero: lowest compared OMol25 entry of this formula, charge and spin) = 2.059 eV
E_tot = -1615.2167 a.u.

***

# 3
ORCA calculation (wB97M-V/def2-TZVPD) on a cluster of 12 separate species, C18H60O18 in total.

```
96
C18H60O18 wB97M-V/def2-TZVPD
O -0.155 3.300 3.509
H -0.165 4.252 3.401
H 0.706 3.111 3.882
O -1.684 3.376 -1.242
H -0.926 2.970 -0.820
H -2.039 2.690 -1.807
O -0.180 -3.865 3.271
H -0.917 -4.391 3.580
H -0.426 -3.603 2.384
O -0.950 -1.107 4.446
H -0.939 -0.239 4.849
H -0.674 -0.956 3.542
C 2.985 0.205 -2.831
C 3.059 0.331 -4.382
O 1.927 1.067 -4.895
O 1.689 -0.163 -2.324
H 3.371 1.081 -2.309
H 3.687 -0.576 -2.539
H 3.093 -0.676 -4.798
H 3.948 0.881 -4.690
H 1.999 1.995 -4.661
H 1.104 -0.077 -3.081
C 5.260 -0.327 2.599
C 3.792 -0.408 2.911
O 3.057 -0.901 1.741
O 5.615 0.034 1.255
H 5.545 -1.365 2.771
H 5.766 0.142 3.442
H 3.474 0.627 3.033
H 3.685 -0.963 3.842
H 2.859 -1.827 1.900
H 5.002 -0.393 0.652
C 0.296 1.406 0.750
C -0.734 0.428 1.314
O -0.317 -0.900 1.601
O 0.428 1.571 -0.662
H 1.240 1.273 1.279
H -0.062 2.397 1.031
H -1.585 0.309 0.644
H -1.139 1.008 2.143
H 0.244 -1.379 0.987
H 0.934 0.854 -1.053
C -4.411 -3.395 0.165
C -3.787 -2.776 1.472
O -4.644 -2.684 2.608
O -4.897 -4.660 0.495
H -3.592 -3.535 -0.540
H -5.295 -2.889 -0.222
H -3.524 -1.744 1.237
H -2.933 -3.389 1.758
H -4.098 -2.401 3.345
H -5.286 -4.705 1.371
C -4.008 2.424 1.641
C -5.397 2.967 1.235
O -5.431 3.611 -0.015
O -4.111 0.954 1.770
H -3.615 2.947 2.512
H -3.299 2.599 0.831
H -5.579 3.728 1.995
H -6.154 2.229 1.501
H -6.355 3.700 -0.260
H -4.468 0.707 2.626
C -2.721 0.808 -2.399
C -3.704 0.095 -3.367
O -3.130 -0.849 -4.313
O -1.460 1.166 -2.970
H -2.525 0.182 -1.529
H -3.089 1.706 -1.903
H -4.172 0.788 -4.066
H -4.492 -0.453 -2.851
H -3.695 -1.158 -5.025
H -1.076 0.426 -3.445
C 0.215 -4.823 -1.634
C 0.419 -3.406 -1.036
C -0.754 -2.516 -1.304
O 0.646 -3.463 0.280
H -0.350 -4.780 -2.566
H -0.455 -5.395 -0.991
H 1.148 -5.342 -1.855
H 1.290 -2.980 -1.536
H -1.659 -2.666 -0.715
H -0.933 -2.386 -2.372
H -0.378 -1.527 -1.041
H 1.579 -3.303 0.437
C 5.736 2.885 -1.291
C 5.072 3.368 -0.053
C 3.542 2.875 0.040
O 5.804 2.856 1.042
H 5.747 1.797 -1.347
H 6.762 3.231 -1.412
H 5.303 3.248 -2.223
H 5.144 4.449 0.065
H 2.933 3.256 -0.779
H 3.060 3.340 0.899
H 3.418 1.794 0.115
H 5.788 1.900 0.956
```

expectation value of S² = 0.76
total charge = +1
spin multiplicity = 2
HOMO (alpha / beta) = -12.09 / -12.09 eV
relative energy (zero: lowest compared OMol25 entry of this formula, charge and spin) = 0.000 eV
E_tot = -2075.5635 a.u.

***

The lowest relative energy (zero: lowest compared OMol25 entry of this formula, charge and spin) belongs to which entry?
C18H60O18

***

E_tot of number 1 (C7H12NO4S2)?
-1425.9531 a.u.

***

The highest E_tot belongs to which entry?
C7H12NO4S2